The following is a quantum chemistry calculation of C4H3NOS in the gas phase at a distorted geometry, from OMol25.

Geometry as XYZ:
```
10
Properties=species:S:1:pos:R:3:forces:R:3
N -2.40089 -1.39683 1.83842 -0.67 0.30 1.23
C -1.83337 -1.60197 0.87394 0.97 -0.79 -1.79
C -1.15985 -1.89570 -0.37894 -0.03 0.87 0.43
C -0.28067 -1.00464 -0.86029 0.20 -0.81 -1.07
O 0.12460 0.10273 -0.21176 -0.06 0.58 0.63
C 1.18907 0.79568 -0.69127 0.33 0.88 0.55
S 1.74340 2.17122 -0.03103 -0.54 -1.03 -0.40
H -1.43099 -2.79833 -0.93785 0.14 0.59 0.25
H 0.17771 -1.08621 -1.85017 -0.18 -0.44 0.26
H 1.67714 0.34080 -1.55091 -0.15 -0.15 -0.09
```
Forces are in eV/Å.

SMILES = N#C/C=C\OC=S
calculated total energy = -18567.3659 eV
relative energy (zero: lowest compared OMol25 entry of this formula, charge and spin) = 85.57 kJ/mol
maximum force = 2.181 eV/A
HOMO-LUMO gap = 9.023 eV

***

The following is a quantum chemistry calculation of 2 unconnected molecules or ions with the total composition HN3O3 at a distorted geometry, from OMol25.

Geometry as XYZ:
```
7
Properties=species:S:1:pos:R:3:forces:R:3
O 0.31616 2.49880 -0.27993 -0.26 0.72 -0.39
N -0.24593 1.56121 0.15041 0.98 -2.74 1.00
O -1.15892 1.41082 0.90275 -0.47 1.11 0.20
O 0.42466 0.33524 -0.17657 1.12 0.68 -0.89
H -0.04827 -0.47642 0.07018 -0.73 0.77 0.37
N -3.30155 -0.20800 -0.11409 1.16 -0.37 -0.41
N -2.25926 -0.43868 -0.36749 -1.79 -0.17 0.12
```
Forces are in eV/Å.

SMILES = O=[N+]([O-])O.N#N
calculated total energy = -10625.5908 eV
relative energy (zero: lowest compared OMol25 entry of this formula, charge and spin) = 32.18 kJ/mol
maximum force = 3.075 eV/A
HOMO-LUMO gap = 12.308 eV

***

The following is a quantum chemistry calculation of 2 unconnected molecules or ions with the total composition C5H13NOS at a distorted geometry, from OMol25.

Geometry as XYZ:
```
21
Properties=species:S:1:pos:R:3:forces:R:3
O -1.70765 -1.56255 3.11165 -0.25 1.34 -2.34
C -2.03918 -1.07636 2.03192 -0.21 -2.09 0.91
C -1.16403 -0.96290 0.75708 -0.07 0.93 0.98
C -1.66148 -1.67537 -0.51197 1.04 -0.60 0.55
H -3.12074 -0.78213 1.86806 0.78 0.09 0.15
H -0.10904 -1.19300 1.00152 -0.61 -0.11 0.04
H -1.24862 0.12482 0.60707 0.40 0.00 -0.29
H -1.75941 -2.74709 -0.29312 0.02 0.21 -0.29
H -0.91777 -1.56043 -1.34721 -0.79 -0.06 0.66
H -2.61947 -1.29988 -0.81222 -0.45 0.20 -0.32
C 1.65701 1.88072 -0.59456 -0.64 -0.57 1.51
C 1.49683 0.34486 -0.80477 0.28 0.82 0.48
S 2.73586 -0.22902 -2.04019 -1.00 -0.04 0.82
N 0.56548 2.32553 0.30536 1.23 -1.27 1.23
H 2.65048 2.12835 -0.23437 0.32 -0.09 0.12
H 1.52056 2.37002 -1.51380 -0.20 0.67 -1.34
H 1.71552 -0.16692 0.17268 -0.18 0.01 -0.96
H 0.43925 0.16366 -1.11032 0.80 -0.43 -0.03
H 2.37118 -1.54259 -2.09921 0.03 0.29 0.00
H 0.80811 2.15365 1.33073 -0.45 0.43 -1.94
H 0.38711 3.30663 0.17565 -0.06 0.26 0.06
```
Forces are in eV/Å.

calculated total energy = -19758.3621 eV
relative energy (zero: lowest compared OMol25 entry of this formula, charge and spin) = 223.35 kJ/mol
spin multiplicity = 2
total charge = +1
maximum force = 2.710 eV/A
HOMO-LUMO gap (spin up / spin down) = 8.235 / 3.062 eV

***

The following is a quantum chemistry calculation of C6H9N in the gas phase at a distorted geometry, from OMol25.

Geometry as XYZ:
```
16
Properties=species:S:1:pos:R:3:forces:R:3
C 1.25518 1.22267 0.20052 0.02 0.06 0.01
C 0.52000 -0.09301 -0.04619 0.11 0.01 -0.01
C 1.47691 -1.17117 -0.31835 0.59 -0.65 -0.13
N 2.22270 -2.03136 -0.52684 -0.67 0.77 0.17
C -0.53436 -0.46432 1.04262 -0.01 -0.06 0.17
C -1.66850 -0.30955 0.00455 -0.21 0.01 0.01
C -0.62914 -0.00743 -1.09794 -0.01 0.00 -0.19
H 1.85096 1.50666 -0.67274 -0.07 -0.04 0.11
H 1.92092 1.14462 1.06626 -0.09 0.00 -0.12
H 0.52659 2.01760 0.39466 0.09 -0.13 -0.03
H -0.55744 0.24447 1.87675 0.02 -0.12 -0.15
H -0.42318 -1.47352 1.44486 0.01 0.14 -0.06
H -2.26003 -1.21327 -0.16131 0.11 0.12 0.02
H -2.36011 0.50971 0.20916 0.09 -0.06 -0.01
H -0.56945 -0.76337 -1.88348 0.01 0.09 0.10
H -0.70758 0.97801 -1.56776 0.02 -0.16 0.09
```
Forces are in eV/Å.

SMILES = CC1(C#N)CCC1
calculated total energy = -7857.1725 eV
relative energy (zero: lowest compared OMol25 entry of this formula, charge and spin) = 95.24 kJ/mol
maximum force = 1.038 eV/A
HOMO-LUMO gap = 11.889 eV